[1]
Formula: C25H27GeN2O2PtS2
Source: the OMol25 dataset
Level of theory: wB97M-V/def2-TZVPD

Last column: natural (NBO) charge in e.
Positions of all 60 atoms, in Å:
Pt 0.68 -0.36 0.80  0.9056
O 1.43 -2.55 -1.17  -0.9514
S 0.06 -2.41 -1.60  2.3326
O -0.70 -3.60 -1.91  -0.9754
N -0.67 -1.45 -0.55  -1.0118
C -2.02 -1.13 -0.62  0.1707
C -2.92 -1.53 -1.59  -0.2791
C -4.28 -1.14 -1.53  -0.1761
C -4.76 -0.38 -0.51  -0.2556
C -3.87 0.05 0.51  -0.0967
C -4.29 0.81 1.62  -0.1308
C -3.39 1.16 2.59  -0.2713
C -2.04 0.80 2.42  0.0639
N -1.61 0.13 1.38  -0.4459
C -2.50 -0.30 0.44  0.2047
C 0.14 -1.47 -3.11  -0.2552
C -0.58 -1.87 -4.22  -0.2154
C -0.52 -1.11 -5.38  -0.2267
C 0.26 0.04 -5.42  -0.2125
C 0.99 0.43 -4.30  -0.2089
C 0.93 -0.32 -3.13  -0.2104
H -2.59 -2.17 -2.39  0.2289
H -4.95 -1.48 -2.31  0.2046
H -5.81 -0.11 -0.45  0.2025
H -5.33 1.10 1.70  0.2056
H -3.69 1.71 3.46  0.2167
H -1.28 1.08 3.15  0.2228
H -1.16 -2.79 -4.17  0.2357
H -1.07 -1.42 -6.26  0.2061
H 0.30 0.64 -6.32  0.2049
H 1.60 1.32 -4.33  0.2110
H 1.49 -0.04 -2.25  0.2438
S 0.94 -0.75 3.22  -0.3639
C 2.30 -1.85 3.48  -0.1385
C 3.57 -1.37 3.85  -0.2392
C 4.62 -2.24 4.10  -0.2093
C 4.44 -3.62 4.00  -0.2535
C 3.19 -4.11 3.63  -0.2152
C 2.14 -3.24 3.37  -0.2272
H 3.70 -0.30 3.93  0.2134
H 5.59 -1.85 4.39  0.1960
H 5.26 -4.30 4.19  0.1970
H 3.04 -5.18 3.53  0.1999
H 1.17 -3.62 3.07  0.2185
C -0.21 3.81 1.53  -1.0938
Ge 0.80 2.92 0.10  1.6143
C -0.47 2.52 -1.34  -1.0991
C 2.03 4.28 -0.63  -1.0923
C 1.80 1.42 0.79  -1.2491
H -0.46 4.83 1.25  0.2153
H 0.38 3.83 2.46  0.2255
H -1.14 3.26 1.73  0.2213
H -1.29 3.24 -1.33  0.2188
H -0.88 1.52 -1.22  0.2325
H 0.02 2.57 -2.32  0.2203
H 1.47 5.13 -1.04  0.2122
H 2.63 3.83 -1.43  0.2173
H 2.71 4.64 0.15  0.2190
H 2.11 1.68 1.80  0.2158
H 2.72 1.29 0.19  0.2069

- E_LUMO (alpha / beta): 2.54 / 2.36 eV
- Orbital gap (alpha / beta): 5.70 / 6.56 eV
- Net charge: -1
- ⟨S²⟩: 2.0086
- Multiplicity: 3


[2]
Formula: C5H14NO2
Source: the OMol25 dataset
Level of theory: wB97M-V/def2-TZVPD

Last column: natural (NBO) charge in e.
Positions of all 22 atoms, in Å:
C 1.27 -1.95 -1.49  -0.6087
C 0.68 -1.28 -0.23  -0.2364
N 1.48 -0.09 0.08  -0.6446
C 0.16 0.50 2.12  -0.6502
C 0.68 0.98 0.79  -0.0697
C -0.46 1.53 -0.17  -0.0455
O -1.70 1.61 0.38  -0.9160
H 2.29 -2.31 -1.32  0.1902
H 1.35 -1.18 -2.25  0.1925
H 0.63 -2.74 -1.89  0.2002
H 0.88 -1.92 0.64  0.1721
H -0.39 -1.21 -0.43  0.2025
H 1.88 0.33 -0.76  0.3388
H -0.83 0.95 2.22  0.2637
H 0.11 -0.58 2.18  0.1945
H 0.79 0.82 2.97  0.1826
H 1.45 1.77 0.83  0.1667
H -0.12 2.56 -0.44  0.0936
H -0.41 0.96 -1.13  0.1085
H -2.60 0.98 -0.49  0.5017
H -3.86 -0.15 -0.54  0.4352
O -3.27 0.42 -1.08  -1.0714

- E_LUMO: 3.91 eV
- Orbital gap: 7.16 eV
- Net charge: -1
- Multiplicity: 1


[3]
Formula: C30H55NO22Rb2
Source: the OMol25 dataset
Level of theory: wB97M-V/def2-TZVPD

Last column: Mulliken charge in e.
Positions of all 110 atoms, in Å:
Rb -8.94 4.31 45.98  0.9605
Rb -8.89 -0.49 51.35  0.9385
C -8.26 6.30 55.00  -0.5240
C -8.58 6.96 53.86  0.4956
C -8.21 6.47 52.47  0.3252
O -8.61 7.05 51.38  -0.8377
C -7.53 5.32 52.30  -0.6433
C -7.01 4.55 53.47  0.3788
C -7.48 5.04 54.94  0.4205
O -7.18 4.41 55.97  -0.7441
O -6.33 3.49 53.31  -0.7644
O -9.34 7.94 54.14  -0.7815
H -8.63 6.62 55.96  0.3850
H -7.26 4.91 51.34  0.3767
C -5.42 -2.51 46.14  -0.4827
C -4.93 -3.41 45.30  0.4203
C -4.73 -3.13 43.82  0.3952
O -4.24 -3.96 42.90  -0.8332
C -5.03 -1.92 43.35  -0.6126
C -5.62 -0.83 44.17  0.3523
C -5.60 -1.14 45.73  0.4500
O -5.72 -0.26 46.61  -0.7809
O -5.89 0.34 43.79  -0.7746
O -4.67 -4.55 45.83  -0.8224
H -5.61 -2.71 47.18  0.3408
H -4.79 -1.78 42.31  0.3674
C -2.68 -11.80 38.40  -0.6139
O -2.52 -10.38 38.69  -0.3398
C -2.24 -10.10 40.03  -0.5972
C -3.13 -10.63 41.23  -0.7773
N -4.49 -10.27 41.27  -0.2793
C -5.16 -10.70 42.54  -0.5043
C -6.62 -10.05 42.58  -0.6398
O -7.49 -10.73 43.52  -0.3808
C -7.18 -10.59 44.85  -0.6866
H -3.02 -12.34 39.28  0.2361
H -1.71 -12.20 38.11  0.2615
H -3.41 -12.00 37.61  0.2409
H -2.25 -9.02 40.17  0.3225
H -1.19 -10.37 40.12  0.3737
H -2.63 -10.36 42.16  0.4306
H -3.05 -11.71 41.17  0.4440
H -4.38 -9.28 41.37  0.2904
H -4.60 -10.39 43.43  0.3281
H -5.47 -11.74 42.56  0.2886
H -7.11 -10.09 41.61  0.3652
H -6.56 -8.97 42.74  0.4118
H -7.03 -9.54 45.09  0.3366
H -6.40 -11.30 45.14  0.2531
H -8.06 -10.92 45.40  0.2359
C -6.31 3.99 36.11  -0.4759
C -5.96 3.44 37.46  -0.2837
O -7.13 3.08 38.23  -0.5366
O -7.29 3.29 35.38  -0.5105
H -5.40 4.09 35.53  0.3085
H -6.72 4.97 36.35  0.2598
H -5.32 4.19 37.94  0.2861
H -5.44 2.49 37.53  0.3225
H -6.82 2.81 39.10  0.3155
H -8.13 3.68 35.62  0.3137
C -8.17 -3.60 35.39  -0.4274
C -6.72 -3.56 35.86  -0.1685
O -6.59 -4.73 36.67  -0.5183
O -9.02 -2.79 36.23  -0.5382
H -8.57 -4.61 35.29  0.2741
H -8.41 -3.31 34.37  0.2953
H -6.57 -2.61 36.36  0.2467
H -6.06 -3.48 34.99  0.2298
H -6.26 -4.63 37.56  0.3163
H -9.02 -1.86 36.00  0.2902
C 0.57 -4.62 48.94  -0.2788
C 0.01 -5.20 50.26  -0.5099
O -1.15 -4.52 50.72  -0.4967
O 1.05 -3.24 49.12  -0.5136
H -0.19 -4.58 48.16  0.3521
H 1.41 -5.26 48.70  0.2528
H 0.70 -4.99 51.08  0.2808
H -0.11 -6.27 50.13  0.2978
H -1.84 -4.54 50.05  0.3187
H 1.40 -2.97 48.27  0.2961
C 1.01 -1.66 43.08  -0.0980
C 1.12 -1.85 41.59  -0.7678
O 1.52 -3.17 41.30  -0.5328
O 2.22 -1.80 43.66  -0.4980
H 0.32 -2.47 43.31  0.2374
H 0.57 -0.68 43.24  0.2899
H 1.75 -1.08 41.15  0.3448
H 0.16 -1.56 41.15  0.3504
H 0.67 -3.61 41.36  0.3554
H 2.67 -2.40 43.06  0.3170
C -2.63 7.29 49.06  -0.3563
C -2.91 7.69 47.59  -0.3630
O -3.95 7.00 46.88  -0.5031
O -2.42 5.88 48.87  -0.5486
H -3.57 7.33 49.61  0.2789
H -1.88 7.93 49.51  0.2953
H -2.00 7.56 47.00  0.2680
H -3.08 8.77 47.53  0.3141
H -3.81 6.89 45.93  0.2942
H -3.19 5.32 48.82  0.3169
C -11.00 -6.59 52.90  -0.2757
C -10.58 -6.76 51.44  -0.3597
O -9.51 -5.93 51.15  -0.4999
O -12.14 -7.38 53.25  -0.5339
H -11.32 -5.55 53.04  0.2434
H -10.17 -6.82 53.58  0.2486
H -11.33 -6.71 50.65  0.3255
H -10.25 -7.80 51.44  0.2279
H -9.23 -6.23 50.28  0.3294
H -12.45 -7.29 54.15  0.2955

- E_LUMO: 0.77 eV
- Orbital gap: 1.81 eV
- Net charge: -2
- Multiplicity: 1


[4]
Formula: C10H16
Source: the OMol25 dataset
Level of theory: wB97M-V/def2-TZVPD

Last column: natural (NBO) charge in e.
Positions of all 26 atoms, in Å:
C -2.38 0.07 -0.36  -0.4516
C -3.29 -0.44 -1.46  -0.6066
C -1.04 -0.73 -0.32  0.0326
C 0.01 -0.18 -1.23  -0.4023
C -0.93 -1.77 0.54  -0.4538
C 1.17 -0.81 -1.24  -0.4168
C 0.46 -2.15 0.64  -0.2684
C 1.46 -1.77 -0.14  -0.2606
H -2.11 1.08 -0.43  0.1969
H -2.77 -0.10 0.64  0.1901
H -3.84 0.50 -1.87  0.1762
H -0.29 0.47 -1.95  0.1837
H -1.67 -2.22 1.15  0.1861
H 2.04 -0.64 -1.87  0.1714
H 0.67 -2.41 1.70  0.1561
H 2.44 -2.09 0.18  0.1763
H -4.08 -1.16 -1.20  0.1980
H -2.62 -0.83 -2.38  0.2133
C 2.00 2.37 0.60  -0.6229
C 2.07 1.43 1.81  -0.6015
H 3.08 2.80 0.35  0.1719
H 1.77 1.73 -0.34  0.2478
H 1.27 3.13 0.89  0.1928
H 1.17 1.37 2.30  0.2024
H 2.86 1.89 2.47  0.1684
H 2.56 0.46 1.50  0.2206

- E_LUMO (alpha / beta): 3.95 / 3.87 eV
- Orbital gap (alpha / beta): 3.00 / 7.71 eV
- Net charge: -1
- ⟨S²⟩: 0.7600
- Multiplicity: 2


[5]
Formula: C17H15N7O3S
Source: the OMol25 dataset
Level of theory: wB97M-V/def2-TZVPD

Last column: natural (NBO) charge in e.
Positions of all 43 atoms, in Å:
O -0.36 -1.36 5.07  -0.9034
O 0.47 -3.49 4.12  -0.9224
N -0.75 1.94 -4.52  -0.2640
N 1.51 1.90 -4.77  -0.4659
N -3.58 0.09 1.33  -0.4585
N -2.57 -2.06 1.54  -0.4746
N 2.72 -0.21 -1.91  -0.4659
O 1.90 1.89 -1.17  -0.5120
C 0.25 1.76 -5.34  0.1222
C 1.21 2.22 -3.55  0.3240
C -3.12 -1.06 0.81  0.2658
C -3.44 0.28 2.62  0.0864
C 2.89 -1.51 -1.73  0.0436
C -2.39 -1.81 2.82  0.3369
C -2.85 -0.68 3.43  -0.3036
C 0.35 0.04 2.25  -0.2334
C 0.44 -1.35 2.43  -0.2972
C 2.01 0.51 -1.02  0.5431
C 0.85 0.67 1.10  -0.0965
C 2.27 -2.20 -0.69  -0.2273
C 1.05 -2.11 1.46  -0.1554
C 1.49 -0.10 0.12  -0.1550
C 1.56 -1.50 0.29  -0.0304
N -0.17 2.30 -3.37  -0.1958
N -1.76 -2.74 3.50  -0.8015
C 2.26 2.49 -2.44  -0.1111
C -0.86 2.74 -2.17  -0.4103
S -0.22 -2.23 3.90  2.2455
H 0.13 1.41 -6.35  0.2002
H -3.26 -1.19 -0.23  0.1902
H -3.81 1.20 3.03  0.2004
H 3.48 -2.04 -2.46  0.2053
H -2.77 -0.49 4.49  0.2517
H -0.16 0.66 3.00  0.2435
H 0.82 1.73 1.01  0.2287
H 2.41 -3.26 -0.57  0.2185
H 1.18 -3.17 1.66  0.2489
H -1.70 -3.56 2.98  0.4175
H 2.40 3.56 -2.28  0.2129
H 3.21 2.10 -2.81  0.2372
H -0.26 3.52 -1.68  0.2158
H -1.83 3.20 -2.44  0.2331
H -1.01 1.87 -1.46  0.2129

- E_LUMO: -0.71 eV
- Orbital gap: 8.15 eV
- SMILES string: Cn1ncnc1COc1nccc2cc(S(=O)(=O)Nc3ccncn3)ccc12
- Multiplicity: 1


[6]
Formula: C9H27AlClI2P3
Source: the OMol25 dataset
Level of theory: wB97M-V/def2-TZVPD

Last column: natural (NBO) charge in e.
Positions of all 43 atoms, in Å:
I 1.05 4.01 -2.26  0.1146
I -1.16 0.50 -2.46  -0.0184
Al 0.27 0.82 -0.31  0.8157
P 2.05 -0.44 -1.52  1.1183
C 1.67 -1.95 -2.48  -0.9670
C 2.78 0.69 -2.74  -0.9699
H 3.68 0.22 -3.15  0.2796
H 4.27 -1.25 -1.01  0.2864
H 3.01 1.65 -2.26  0.2801
H 3.73 0.00 0.16  0.2881
H 0.91 -1.71 -3.24  0.2751
H 2.05 0.89 -3.54  0.2717
C 3.42 -0.88 -0.42  -0.9687
H 2.60 -2.29 -2.98  0.2848
H 3.12 -1.66 0.29  0.2602
H 1.29 -2.75 -1.84  0.2518
P -1.57 1.90 0.80  0.9022
C -3.25 1.20 0.73  -0.9485
C -1.25 2.26 2.56  -0.9472
H -0.82 4.09 0.07  0.2697
H -2.54 4.08 0.65  0.2685
H -2.08 3.46 -0.99  0.2623
C -1.78 3.55 0.06  -0.9455
H -0.27 2.73 2.66  0.2767
H -2.03 2.94 2.92  0.2691
H -3.93 1.86 1.29  0.2781
H -3.29 0.19 1.16  0.2441
H -1.25 1.33 3.15  0.2525
H -3.58 1.14 -0.32  0.2644
Cl 1.77 1.94 0.82  -0.4879
C 0.76 -2.91 0.96  -0.9381
P -0.30 -1.43 0.78  0.9089
C -1.70 -2.11 -0.20  -0.9294
C -1.05 -1.40 2.44  -0.9384
H 1.13 -3.31 0.00  0.2459
H 0.14 -3.70 1.43  0.2724
H 1.63 -2.72 1.61  0.2646
H -2.08 -3.01 0.30  0.2653
H -2.48 -1.35 -0.28  0.2498
H -1.34 -2.35 -1.21  0.2526
H -1.20 -2.44 2.77  0.2712
H -0.36 -0.90 3.14  0.2629
H -2.02 -0.87 2.47  0.2512

- E_LUMO (alpha / beta): -10.97 / -8.79 eV
- Orbital gap (alpha / beta): 4.64 / 6.59 eV
- Net charge: +2
- Multiplicity: 1


[7]
Formula: C5H8N
Source: the OMol25 dataset
Level of theory: wB97M-V/def2-TZVPD

Last column: natural (NBO) charge in e.
Positions of all 14 atoms, in Å:
C 0.82 1.32 0.03  -0.0104
C 1.81 -0.63 0.04  -0.1920
C -0.39 -0.64 -0.08  -0.0159
C 0.73 0.01 -0.79  0.0829
C -1.80 -0.26 0.07  -0.5628
N 0.71 0.05 0.70  -0.1930
H 1.64 2.04 0.07  0.2641
H -1.40 1.91 -0.24  0.1855
H 1.62 -1.73 0.13  0.2575
H 2.71 -0.13 0.08  0.2557
H -0.34 -1.68 -0.13  0.2546
H -1.74 0.83 -0.23  0.1068
H -1.96 -0.44 1.15  0.2754
H -2.40 -0.65 -0.81  0.2915

- E_LUMO (alpha / beta): -5.20 / -5.88 eV
- Orbital gap (alpha / beta): 9.86 / 8.13 eV
- Net charge: +1
- Multiplicity: 1


[8]
Formula: C24H54N2O10P3
Source: the OMol25 dataset
Level of theory: wB97M-V/def2-TZVPD

Last column: Mulliken charge in e.
Positions of all 93 atoms, in Å:
C 2.63 5.69 -1.84  -0.6839
C 1.26 5.17 -1.60  -0.3805
C 0.49 3.99 -2.45  -0.2286
C 1.18 2.51 -2.39  1.2454
P -0.30 1.25 -2.38  0.4836
N -1.58 1.91 -3.45  -0.6861
O -0.92 1.12 -0.74  -0.5292
C 1.99 2.20 -3.78  -1.9328
C 3.60 2.49 -3.76  1.5534
C 4.33 1.22 -4.50  -1.4017
C 3.84 3.79 -4.79  -1.2427
N 4.19 2.91 -2.44  0.8123
O 5.53 3.01 -2.50  -0.5618
C 3.68 2.15 -1.25  0.9798
C 4.15 0.56 -1.18  -1.0980
C 4.30 2.83 0.15  -1.4101
C 2.04 2.19 -1.04  -1.2077
H 3.46 5.37 -1.05  0.1290
H 2.97 6.35 -2.75  0.3461
H 0.64 5.70 -0.73  0.2685
H -0.60 3.87 -1.97  0.2691
H 0.27 4.30 -3.58  0.2385
H -2.48 1.98 -2.92  0.2835
H -1.69 1.32 -4.32  0.2950
H -0.82 2.02 -0.26  0.3184
H 1.43 2.79 -4.65  0.1766
H 1.81 1.05 -4.03  0.3201
H 5.48 1.13 -4.30  0.3135
H 4.22 1.39 -5.67  0.3738
H 3.79 0.18 -4.28  0.2756
H 3.05 3.84 -5.65  0.3038
H 4.91 3.65 -5.29  0.3675
H 3.92 4.79 -4.16  0.1928
H 4.53 0.24 -0.11  0.3305
H 3.31 -0.18 -1.57  0.1712
H 5.08 0.47 -1.90  0.2512
H 5.45 3.00 0.11  0.2737
H 3.69 3.80 0.47  0.3075
H 4.11 2.05 1.04  0.4015
H 1.79 2.87 -0.11  0.2705
H 1.74 1.08 -0.70  0.0745
O 1.26 -2.57 -0.16  -0.7638
P 0.19 -3.53 0.42  1.1617
O 0.47 -4.70 -0.73  -0.3837
C 1.79 -5.11 -1.05  -0.1738
C 2.27 -6.24 -0.17  -1.0965
O -1.11 -2.81 -0.33  -0.3685
C -1.01 -1.50 -0.88  -0.4374
C -0.51 -1.54 -2.31  -1.0345
O -0.99 -4.60 1.08  -0.3024
C -0.75 -5.94 1.42  -0.1938
C 0.04 -6.06 2.70  -1.1362
H 2.50 -4.28 -1.00  0.2248
H 1.78 -5.44 -2.09  0.3497
H 2.29 -5.94 0.88  0.1939
H 3.29 -6.55 -0.46  0.4197
H 1.62 -7.12 -0.26  0.2846
H -0.39 -0.86 -0.24  0.3723
H -2.02 -1.07 -0.87  0.5582
H 0.40 -2.15 -2.42  0.1648
H -0.30 -0.53 -2.67  -0.0054
H -1.26 -2.00 -2.97  0.2986
H -0.28 -6.49 0.60  0.2455
H -1.72 -6.42 1.57  0.3573
H 0.95 -5.45 2.68  0.2641
H 0.32 -7.11 2.89  0.3742
H -0.56 -5.72 3.55  0.3291
O -4.84 0.40 5.66  -0.7600
P -4.49 -0.46 4.42  1.0254
O -4.22 0.87 3.44  -0.4136
C -3.41 1.95 3.90  -0.3417
C -1.94 1.74 3.56  -0.6950
O -6.07 -0.72 3.96  -0.3271
C -7.15 -0.50 4.86  -0.2962
C -7.62 0.95 4.81  -0.9918
O -4.11 -1.42 3.03  -0.3349
C -2.94 -1.28 2.27  0.0384
C -1.73 -1.85 2.97  -0.8505
H -3.52 2.13 4.97  0.3397
H -3.77 2.85 3.39  0.3176
H -1.56 0.84 4.04  0.1827
H -1.34 2.59 3.90  0.4685
H -1.80 1.64 2.48  -0.0583
H -6.87 -0.80 5.87  0.3194
H -7.97 -1.15 4.55  0.3307
H -6.80 1.66 4.90  0.2515
H -8.34 1.15 5.61  0.3511
H -8.10 1.16 3.85  0.2772
H -2.78 -0.24 1.96  0.1480
H -3.09 -1.83 1.34  0.3273
H -1.64 -1.47 3.99  0.4643
H -0.82 -1.62 2.42  0.0862
H -1.82 -2.94 3.05  0.1745

- E_LUMO (alpha / beta): -1.74 / -1.74 eV
- Orbital gap (alpha / beta): 5.63 / 5.75 eV
- ⟨S²⟩: 1.4869
- Multiplicity: 2


[9]
Formula: C16H22F6N3O12PTi
Source: the OMol25 dataset
Level of theory: wB97M-V/def2-TZVPD

Last column: natural (NBO) charge in e.
Positions of all 61 atoms, in Å:
Ti 0.57 -0.06 -0.23  1.7448
C 2.49 -0.66 -2.46  -0.0841
C 1.10 -0.64 -3.14  -0.0842
O 0.08 -0.72 -2.14  -0.5833
C -0.94 -1.67 -2.46  -0.0733
C -2.09 -1.52 -1.48  -0.0961
O -1.55 -1.53 -0.17  -0.5515
C -2.57 -1.31 0.81  -0.0775
C -2.05 -1.83 2.17  -0.0828
O -0.66 -1.64 2.27  -0.5254
C 0.09 -2.82 2.40  -0.0793
C 0.19 -3.63 1.08  -0.0832
O 0.71 -2.86 0.00  -0.5567
C 1.88 -3.32 -0.65  -0.0787
C 2.93 -2.20 -0.62  -0.0818
O 2.33 -1.00 -1.09  -0.5715
H 2.94 0.35 -2.48  0.2287
H 3.17 -1.36 -2.97  0.2078
H 1.00 -1.50 -3.83  0.2054
H 0.96 0.29 -3.71  0.2168
H -0.53 -2.69 -2.39  0.2009
H -1.32 -1.47 -3.47  0.2126
H -2.78 -2.37 -1.61  0.2024
H -2.64 -0.59 -1.65  0.2226
H -3.47 -1.88 0.54  0.1964
H -2.81 -0.24 0.86  0.1819
H -2.30 -2.89 2.28  0.1787
H -2.54 -1.27 2.98  0.2008
H -0.37 -3.48 3.15  0.1861
H 1.07 -2.53 2.76  0.2132
H -0.82 -3.95 0.79  0.1833
H 0.80 -4.52 1.28  0.1943
H 1.61 -3.55 -1.69  0.1718
H 2.28 -4.23 -0.18  0.2051
H 3.81 -2.47 -1.22  0.2050
H 3.24 -2.00 0.41  0.2298
O -2.43 6.79 1.28  -0.3158
N -1.32 6.38 1.06  0.5003
O -0.28 6.96 1.24  -0.3116
C -1.20 5.01 0.58  0.2005
C 0.05 4.51 0.19  -0.2217
C 0.14 3.17 -0.20  0.1374
C -0.98 2.28 -0.05  0.5287
O -0.85 1.00 -0.01  -0.6379
C -2.26 2.94 0.05  0.0367
C -2.36 4.26 0.51  -0.1929
N -3.38 2.27 -0.45  0.4954
O -4.50 2.73 -0.21  -0.3064
O -3.16 1.20 -1.06  -0.3797
N 1.32 2.64 -0.65  0.3178
O 2.34 3.31 -0.84  -0.2774
O 1.32 1.37 -1.03  -0.6642
H 0.93 5.13 0.23  0.3047
H -3.33 4.70 0.69  0.3062
F 1.41 -0.73 1.27  -0.5963
P 2.39 0.50 2.18  2.6396
F 3.05 0.74 0.72  -0.5447
F 3.43 -0.67 2.43  -0.5510
F 3.17 1.66 2.84  -0.5340
F 1.14 1.47 1.68  -0.5747
F 1.54 0.10 3.43  -0.5383

- E_LUMO (alpha / beta): -4.96 / -7.91 eV
- Orbital gap (alpha / beta): 5.74 / 4.65 eV
- Net charge: +1
- ⟨S²⟩: 3.7676
- Multiplicity: 4